(1)
{
  "formula": "C4H5N3",
  "method": "wB97M-V/def2-TZVPD",
  "elements": ["C", "N", "C", "C", "N", "C", "N", "H", "H", "H", "H", "H"],
  "positions_angstrom": [[-1.5495, 0.2056, 0.1143], [-0.3453, -0.3264, -0.5180], [0.9124, -0.3158, 0.1130], [1.9125, -0.9784, -0.8057], [2.6179, -1.6190, -1.4697], [1.0156, 1.1137, 0.9615], [0.4087, 2.0552, 1.2701], [-2.2282, -0.6210, 0.3215], [-2.0237, 0.9380, -0.5480], [-1.3693, 0.7413, 1.0543], [-0.3492, -0.3416, -1.5282], [0.9981, -0.8518, 1.0350]],
  "smiles": "CNC(C#N)C#N",
  "e_above_lowest_kcal_mol": 75.5
}

(2)
{
  "formula": "C24H56N3O10P2",
  "method": "wB97M-V/def2-TZVPD",
  "elements": ["C", "C", "C", "C", "C", "N", "C", "N", "N", "C", "C", "C", "O", "C", "C", "C", "O", "H", "H", "H", "H", "H", "H", "H", "H", "H", "H", "H", "H", "H", "H", "H", "H", "H", "H", "H", "H", "H", "H", "H", "H", "H", "H", "O", "P", "O", "C", "C", "O", "C", "C", "O", "C", "C", "H", "H", "H", "H", "H", "H", "H", "H", "H", "H", "H", "H", "H", "H", "H", "O", "P", "O", "C", "C", "O", "C", "C", "O", "C", "C", "H", "H", "H", "H", "H", "H", "H", "H", "H", "H", "H", "H", "H", "H", "H"],
  "positions_angstrom": [[4.2349, -0.2084, -1.1898], [4.0818, 0.3900, 0.2822], [2.7617, -0.1162, 1.0207], [1.4253, 0.4063, 0.3622], [1.3945, 2.0135, 0.4652], [0.1641, -0.1016, 0.9846], [0.3794, -0.9115, 2.1507], [0.1367, -0.3145, 3.3238], [0.7915, -2.2672, 2.2093], [0.5366, -3.0569, 0.9627], [0.2110, -2.2038, -0.3180], [-0.6493, -0.9389, 0.0594], [-1.1868, -0.2377, -1.0461], [-2.6407, -0.2622, -1.0124], [-3.2594, 0.8431, -0.0710], [-3.4352, 0.4118, 1.4484], [-2.5532, 2.0918, -0.0875], [3.2786, -0.1738, -1.7813], [4.6275, -1.2626, -1.0719], [5.0136, 0.3994, -1.7190], [4.2269, 1.4992, 0.3363], [4.9349, -0.0639, 0.8755], [2.8516, 0.2253, 2.0969], [2.8158, -1.2488, 0.9667], [1.4660, 0.1970, -0.7475], [1.1735, 2.4378, -0.5613], [0.5984, 2.3337, 1.1887], [2.3911, 2.4408, 0.7583], [-0.6021, 0.3879, 3.3090], [0.6375, -0.6100, 4.1612], [0.1844, -2.6928, 2.9236], [1.4924, -3.6227, 0.7390], [-0.2707, -3.8211, 1.1013], [1.1122, -1.9681, -0.9578], [-0.4446, -2.8484, -0.9821], [-1.5283, -1.3252, 0.6671], [-3.0336, -1.3010, -0.8360], [-2.9495, 0.0051, -2.0693], [-4.3014, 1.0579, -0.4697], [-4.3840, 0.7561, 1.9340], [-3.3518, -0.7060, 1.5950], [-2.5878, 0.9028, 2.0242], [-2.0585, 2.1500, -0.9210], [6.3803, -3.0218, -3.4240], [6.9823, -3.9782, -4.4518], [5.9336, -5.2437, -4.2700], [4.6258, -5.1216, -4.8187], [4.6287, -5.3963, -6.3116], [8.2107, -4.5605, -3.5009], [8.8119, -3.7355, -2.5059], [8.2832, -4.0989, -1.1323], [7.7124, -4.8027, -5.7546], [8.6106, -4.0406, -6.5834], [9.9938, -3.9349, -5.9661], [4.2160, -4.1291, -4.6049], [3.9977, -5.8573, -4.3115], [5.1779, -4.6197, -6.8499], [3.6082, -5.4261, -6.7010], [5.1183, -6.3467, -6.5290], [8.6605, -2.6767, -2.7256], [9.8898, -3.9173, -2.5387], [7.1950, -4.0231, -1.0895], [8.7090, -3.4457, -0.3675], [8.5365, -5.1332, -0.8897], [8.1915, -3.0487, -6.7744], [8.6771, -4.5618, -7.5405], [9.9900, -3.2519, -5.1138], [10.7125, -3.5527, -6.6939], [10.3350, -4.9064, -5.6050], [-8.7166, 4.0576, 1.9471], [-7.9683, 4.7636, 3.0753], [-6.5440, 3.9245, 3.0018], [-5.6504, 4.2031, 1.9297], [-4.8475, 5.4605, 2.2095], [-8.6690, 3.9451, 4.3367], [-10.0107, 3.4712, 4.2383], [-10.0229, 1.9823, 3.9537], [-7.2707, 5.7946, 4.2426], [-7.9831, 7.0098, 4.5415], [-9.1133, 6.7722, 5.5274], [-6.2004, 4.2887, 0.9873], [-4.9763, 3.3472, 1.8454], [-5.4924, 6.3426, 2.2107], [-4.0749, 5.6022, 1.4498], [-4.3736, 5.4067, 3.1910], [-10.5722, 4.0269, 3.4846], [-10.4950, 3.6600, 5.2006], [-9.4631, 1.7435, 3.0477], [-11.0456, 1.6180, 3.8378], [-9.5472, 1.4360, 4.7713], [-8.3589, 7.4592, 3.6180], [-7.2594, 7.7023, 4.9762], [-9.9435, 6.2469, 5.0505], [-9.4968, 7.7204, 5.9098], [-8.7773, 6.1597, 6.3656]],
  "total_charge": 1,
  "e_above_lowest_kcal_mol": 120.2
}

(3)
{
  "formula": "C3H10BNOP2",
  "method": "wB97M-V/def2-TZVPD",
  "elements": ["B", "C", "C", "C", "N", "O", "P", "P", "H", "H", "H", "H", "H", "H", "H", "H", "H", "H"],
  "positions_angstrom": [[0.4452, 0.8372, 0.7223], [-0.7459, -0.4655, -1.0389], [-0.2761, -1.2934, 0.1394], [1.3818, 1.9881, 1.3374], [-0.0816, 0.9458, -0.6924], [0.2415, -0.4489, 1.1398], [-2.5485, -0.1179, -0.8458], [1.0807, -2.4910, -0.2335], [-0.2327, -0.8072, -1.8857], [-0.9458, -1.9393, 0.7329], [0.9049, 2.8874, 1.3199], [2.1641, 1.9493, 0.7344], [1.5164, 1.7749, 2.3765], [-0.5963, 1.7760, -0.9088], [-2.4072, 0.4368, 0.5647], [-2.9618, -1.3973, -0.6042], [1.9458, -1.5195, -0.4393], [0.6353, -2.8291, -1.5041]],
  "smiles": "CB1N[C@H](P)[C@@H](P)O1",
  "e_above_lowest_kcal_mol": 19.2
}

(4)
{
  "formula": "C10H12N4O2S",
  "method": "wB97M-V/def2-TZVPD",
  "elements": ["C", "C", "H", "H", "O", "C", "O", "C", "C", "H", "H", "H", "H", "S", "C", "N", "C", "N", "C", "N", "C", "N", "C", "H", "H", "H", "H", "H", "H"],
  "positions_angstrom": [[-5.0074, -0.3454, 0.3151], [-4.0773, 0.0139, -0.9951], [-4.5285, 0.9353, -1.5739], [-4.0509, -0.8796, -1.6701], [-2.9114, 0.3306, -0.7699], [-2.0587, -0.4912, -0.3025], [-2.2452, -1.7193, -0.2756], [-0.7380, 0.2903, -0.0440], [-0.9256, 0.9691, 1.3393], [0.0980, 1.3907, 1.6931], [-1.7215, 1.8887, 1.3982], [-1.2284, 0.3078, 2.0972], [-0.3702, 0.8178, -0.7798], [0.5865, -0.9415, 0.1652], [1.9870, -0.0495, -0.2093], [1.8063, 1.2459, -0.0906], [3.0121, 1.8477, -0.3285], [4.1841, 1.5490, -0.3469], [4.4792, 0.3942, -0.3597], [5.4958, -0.3944, -0.1870], [5.1092, -1.6801, -0.2350], [3.6921, -1.7461, 0.1317], [3.2628, -0.4774, -0.0606], [3.2368, -2.6498, 0.2777], [5.8381, -2.3303, -0.3503], [2.8917, 3.0960, -0.4955], [-4.5785, -1.3541, 0.7605], [-6.0152, -0.4896, -0.1150], [-5.2230, 0.4709, 1.0113]],
  "smiles": "CCOC(=O)[C@@H](C)Sc1ncnc2nc[nH]c12",
  "e_above_lowest_kcal_mol": 119.7
}

| no. | total energy (hartree) |
| --- | --- |
| 1 | -319.591849 |
| 2 | -2547.108675 |
| 3 | -957.837742 |
| 4 | -1155.735527 |